No. 1
Here is a structure of composition C39H41MoNO2P2 from OMol25. Energies are from ωB97M-V/def2-TZVPD.

Cartesian coordinates (Å):
Mo -1.552 0.716 -2.058
C -2.536 0.927 -3.757
C -2.201 -0.485 -3.497
C -0.986 -1.204 -4.094
C 0.366 -0.432 -3.808
C 0.327 0.488 -2.587
C -0.096 1.914 -2.624
C -0.504 2.552 -3.937
C -1.719 1.859 -4.642
C 2.150 -0.194 2.893
H -3.604 1.139 -3.721
H -3.049 -1.146 -3.286
H -1.080 -1.349 -5.190
H -0.904 -2.222 -3.650
H 1.128 -1.224 -3.683
H 0.665 0.139 -4.703
H 1.077 0.214 -1.835
H 0.396 2.599 -1.914
H 0.341 2.582 -4.645
H -0.774 3.595 -3.712
H -2.429 2.669 -4.882
H -1.384 1.369 -5.573
H 1.340 0.531 2.741
H 2.840 0.152 3.673
H 1.705 -1.157 3.163
P -0.833 -1.921 1.136
P 2.986 -0.459 1.339
C 0.877 -2.309 0.860
C 1.921 -1.523 0.387
C -1.972 -3.302 0.892
C -2.554 -3.541 -0.389
C -3.657 -4.402 -0.525
C -4.154 -5.044 0.625
C -3.541 -4.885 1.873
C -2.459 -4.005 2.019
C -2.754 1.753 -0.661
C -2.584 3.141 -0.556
C -3.664 3.863 -0.047
C -4.832 3.205 0.378
C -4.992 1.813 0.171
C -3.922 1.051 -0.302
C 4.615 -1.293 1.523
C 4.614 -2.650 1.915
C 5.797 -3.386 1.990
C 7.019 -2.794 1.662
C 7.039 -1.457 1.238
C 5.851 -0.714 1.172
C 3.141 1.184 0.576
C 2.704 2.372 1.188
C 2.824 3.603 0.527
C 3.400 3.652 -0.755
C 3.779 2.473 -1.387
C 3.636 1.239 -0.749
H 0.969 -3.409 0.873
H 2.339 -1.648 -0.624
H -2.150 -3.020 -1.260
H -4.116 -4.552 -1.509
H -5.052 -5.674 0.527
H -3.912 -5.439 2.755
H -2.003 -3.837 2.996
H -1.611 3.573 -0.852
H -3.582 4.954 0.049
H -5.631 3.774 0.860
H -5.936 1.315 0.396
H -3.925 -0.054 -0.400
H 3.664 -3.137 2.138
H 5.768 -4.434 2.303
H 7.947 -3.367 1.725
H 7.986 -1.000 0.955
H 5.889 0.320 0.829
H 2.278 2.354 2.196
H 2.483 4.517 1.011
H 3.546 4.622 -1.248
H 4.207 2.498 -2.400
H 3.921 0.318 -1.258
O -1.406 3.227 2.164
C -1.565 2.128 2.667
C -2.197 1.879 4.047
C -2.163 0.358 4.224
C -1.509 -0.073 2.931
O -1.250 -1.391 2.695
N -1.196 0.871 2.097
H -1.620 2.423 4.805
H -3.223 2.259 4.102
H -1.586 0.028 5.094
H -3.163 -0.080 4.343

Forces on atoms 1 to 3 (eV/Å):
-3.3 0.3 5.5
0.3 -0.3 -1.7
-0.9 -1.1 -1.4

net charge	+2
multiplicity	3
LUMO level (spin up / spin down)	-0.2254 / -0.2789	hartree
orbital gap (spin up / spin down)	6.666 / 6.015	eV
DFT total energy	-67104.9802	eV

No. 2
Here is a structure of composition C39H42AsHgN2O2Si from OMol25. Energies are from ωB97M-V/def2-TZVPD.

Cartesian coordinates (Å):
Hg -0.992 0.093 1.785
C -5.494 -5.772 0.278
C -5.854 -4.434 0.284
C -4.871 -3.453 0.258
C -3.527 -3.804 0.222
C -3.173 -5.150 0.220
C -4.152 -6.130 0.247
As -2.191 -2.384 0.182
C -1.444 -2.614 -1.599
C -2.037 -3.402 -2.579
C -1.492 -3.449 -3.856
C -0.358 -2.711 -4.160
C 0.234 -1.921 -3.184
C -0.309 -1.867 -1.909
C -0.812 -3.260 1.257
C -1.001 -3.262 2.637
C -0.050 -3.819 3.478
C 1.106 -4.371 2.945
C 1.301 -4.371 1.573
C 0.345 -3.819 0.730
H -6.258 -6.539 0.302
H -6.898 -4.152 0.313
H -5.154 -2.406 0.267
H -2.126 -5.432 0.203
H -3.870 -7.175 0.246
H -2.922 -3.984 -2.352
H -1.958 -4.067 -4.614
H 0.063 -2.750 -5.156
H 1.117 -1.337 -3.413
H 0.157 -1.252 -1.143
H -1.900 -2.825 3.062
H -0.208 -3.814 4.549
H 1.856 -4.796 3.600
H 2.205 -4.794 1.152
H 0.511 -3.820 -0.339
N -1.760 2.122 0.066
C -2.224 3.174 0.172
N -2.712 4.407 0.255
C -1.696 5.476 0.235
C -1.303 5.793 -1.198
O -2.449 6.131 -1.964
C -3.367 5.054 -2.016
C -3.859 4.701 -0.621
H -0.834 5.155 0.820
H -2.139 6.352 0.712
H -0.791 4.928 -1.644
H -0.633 6.651 -1.234
H -2.889 4.177 -2.474
H -4.195 5.371 -2.648
H -4.524 3.838 -0.636
H -4.390 5.547 -0.182
C 3.276 -1.451 -0.827
C 3.598 -0.553 0.376
C 4.924 0.161 0.104
C 3.719 -1.449 1.613
Si 2.118 0.617 0.577
O 0.804 -0.309 0.701
C 1.966 1.755 -0.925
C 2.928 2.729 -1.212
C 2.795 3.580 -2.300
C 1.683 3.477 -3.126
C 0.710 2.526 -2.852
C 0.854 1.677 -1.761
C 2.264 1.801 2.051
C 3.349 1.903 2.919
C 3.361 2.818 3.966
C 2.276 3.657 4.169
C 1.187 3.582 3.310
C 1.192 2.674 2.263
H 4.101 -2.151 -0.997
H 3.141 -0.868 -1.742
H 2.367 -2.030 -0.655
H 5.732 -0.576 0.031
H 5.196 0.870 0.887
H 4.893 0.707 -0.841
H 4.489 -2.210 1.443
H 2.777 -1.960 1.818
H 3.999 -0.894 2.511
H 3.791 2.840 -0.565
H 3.554 4.325 -2.502
H 1.576 4.138 -3.978
H -0.163 2.442 -3.489
H 0.080 0.954 -1.546
H 4.207 1.255 2.793
H 4.218 2.872 4.626
H 2.280 4.365 4.987
H 0.336 4.237 3.459
H 0.347 2.655 1.582

Forces on atoms 1 to 3 (eV/Å):
-0.1 0.0 0.1
0.0 0.0 0.0
0.0 0.0 0.0

net charge	0
multiplicity	2
LUMO level (spin up / spin down)	0.0221 / -0.0486	hartree
orbital gap (spin up / spin down)	8.016 / 7.009	eV
DFT total energy	-121090.8202	eV

No. 3
Here is a structure of composition C39H42AuClN3O5SbTe from OMol25. Energies are from ωB97M-V/def2-TZVPD.

Cartesian coordinates (Å):
Au -0.089 0.030 -0.523
O -1.324 5.111 1.785
C -1.278 4.200 2.752
O -1.964 4.274 3.734
C -0.321 3.063 2.578
C 0.125 2.254 3.609
Cl -0.223 2.324 5.262
N 0.902 1.281 3.075
N 0.973 1.402 1.741
C 0.257 2.473 1.432
C 0.218 2.889 0.000
O 0.054 4.055 -0.303
O 0.477 1.968 -0.887
C 1.595 0.193 3.690
C 1.575 -1.034 3.040
C 2.258 -2.105 3.591
C 2.953 -1.950 4.784
C 2.970 -0.716 5.417
C 2.297 0.367 4.871
H -0.723 4.883 1.036
H 1.005 -1.144 2.128
H 2.234 -3.067 3.097
H 3.479 -2.788 5.219
H 3.518 -0.587 6.340
H 2.335 1.333 5.352
C 3.612 -1.817 -1.067
Sb 2.608 0.009 -0.689
C 3.084 1.133 -2.411
C 3.825 0.911 0.773
H 4.658 -1.557 -1.222
H 3.197 -2.283 -1.956
H 3.512 -2.487 -0.218
H 4.067 1.572 -2.244
H 2.340 1.915 -2.539
H 3.106 0.483 -3.280
H 4.848 0.821 0.409
H 3.701 0.400 1.724
H 3.539 1.953 0.874
C 0.775 -7.385 -6.612
C 0.381 -6.491 -5.470
C -0.896 -5.958 -5.386
C -1.287 -5.117 -4.344
C -2.708 -4.630 -4.299
C -0.313 -4.804 -3.409
Te -0.855 -3.226 -1.862
N -0.997 -1.672 -0.368
C -1.393 -2.346 0.790
O -1.537 -3.552 0.751
C -1.716 -1.574 2.023
C -1.963 -0.199 2.013
C -2.308 0.461 3.181
C -2.405 -0.249 4.369
C -2.164 -1.618 4.387
C -1.833 -2.281 3.218
C -1.478 -1.774 -3.264
C -0.571 -1.237 -4.185
C 0.862 -1.677 -4.326
C -0.993 -0.194 -5.006
C -2.273 0.328 -4.929
C -2.714 1.455 -5.819
C -3.148 -0.218 -3.998
C -2.782 -1.260 -3.155
C -3.822 -1.745 -2.179
C 0.965 -5.349 -3.402
C 1.996 -5.122 -2.334
C 1.291 -6.188 -4.465
H -0.095 -7.721 -7.172
H 1.314 -8.263 -6.254
H 1.435 -6.856 -7.302
H -1.630 -6.215 -6.141
H -3.368 -5.383 -4.728
H -2.828 -3.709 -4.874
H -3.047 -4.437 -3.281
H -1.934 0.361 1.084
H -2.505 1.526 3.167
H -2.688 0.264 5.278
H -2.242 -2.170 5.313
H -1.652 -3.347 3.216
H 1.092 -2.590 -3.780
H 1.525 -0.886 -3.964
H 1.110 -1.854 -5.372
H -0.293 0.224 -5.720
H -1.911 1.779 -6.478
H -3.037 2.312 -5.228
H -3.559 1.149 -6.437
H -4.154 0.180 -3.923
H -4.750 -1.981 -2.703
H -4.048 -0.967 -1.447
H -3.527 -2.632 -1.622
H 1.765 -4.262 -1.701
H 2.980 -4.965 -2.778
H 2.066 -5.994 -1.682
H 2.285 -6.622 -4.498

Forces on atoms 1 to 3 (eV/Å):
0.9 -0.4 0.1
0.1 -0.2 0.0
0.1 0.2 -0.1

net charge	+1
multiplicity	2
LUMO level (spin up / spin down)	-0.2212 / -0.2182	hartree
orbital gap (spin up / spin down)	4.242 / 4.214	eV
DFT total energy	-85868.6982	eV

No. 4
Here is a structure of composition C39H42CeN6O3SSi from OMol25. Energies are from ωB97M-V/def2-TZVPD.

Cartesian coordinates (Å):
Ce -3.900 -15.327 16.383
N 0.696 -19.244 14.705
C -0.435 -18.954 14.004
N -1.267 -18.010 14.309
C -0.993 -17.290 15.424
N -1.672 -16.177 15.751
N -2.394 -15.575 14.592
C -1.834 -14.931 13.574
C -1.314 -15.520 12.385
C 0.047 -15.229 12.110
C 0.755 -16.144 11.368
C 0.031 -17.288 10.809
C -1.346 -17.354 10.839
N -2.037 -16.382 11.549
C -0.024 -17.756 16.388
C 0.044 -17.274 17.739
C 1.126 -17.598 18.561
C 2.111 -18.504 18.078
C 1.971 -19.091 16.849
C 0.961 -18.672 15.959
H 1.463 -19.704 14.272
H -0.603 -19.515 13.072
H -1.632 -13.864 13.631
H 0.558 -14.448 12.637
H 1.865 -16.015 11.286
H 0.609 -18.028 10.250
H -1.863 -18.223 10.350
H -0.748 -16.613 18.014
H 1.234 -17.093 19.572
H 2.926 -18.672 18.747
H 2.680 -19.857 16.473
C -3.534 -11.887 15.553
C -3.609 -12.093 17.120
C -2.349 -11.416 17.711
C -4.893 -11.463 17.761
N -3.538 -13.506 17.461
H -3.867 -10.848 15.201
H -4.206 -12.569 14.986
H -2.488 -12.009 15.232
H -2.269 -10.322 17.480
H -1.441 -11.814 17.336
H -2.368 -11.509 18.841
H -4.956 -10.415 17.517
H -4.862 -11.590 18.919
H -5.708 -12.051 17.382
C -5.558 -11.713 11.813
C -4.932 -11.899 10.561
C -4.308 -13.126 10.230
C -4.157 -14.154 11.200
C -4.884 -13.944 12.439
C -5.629 -12.832 12.671
Si -3.583 -15.840 10.727
C -4.942 -17.018 11.338
C -5.961 -17.305 10.445
C -7.122 -17.961 10.896
C -7.238 -18.322 12.232
C -6.121 -18.154 13.064
C -5.049 -17.338 12.655
H -6.008 -10.821 12.102
H -4.858 -11.158 9.821
H -3.712 -13.196 9.304
H -4.813 -14.695 13.193
H -6.212 -12.821 13.608
H -3.292 -15.769 9.256
H -5.732 -17.130 9.408
H -7.989 -18.217 10.211
H -8.174 -18.754 12.652
H -6.131 -18.571 14.042
H -4.327 -16.996 13.388
O -6.394 -14.820 15.771
C -6.594 -16.043 15.733
O -5.694 -16.970 15.777
H -7.671 -16.302 15.739
C -4.776 -13.538 24.036
C -4.652 -14.388 22.791
C -4.782 -13.865 21.518
C -4.536 -14.637 20.378
C -4.156 -15.965 20.565
C -3.818 -16.427 21.868
C -4.273 -15.728 22.976
S -3.705 -17.136 19.232
C -4.838 -18.420 19.938
O -4.596 -16.564 18.128
H -5.783 -13.479 24.389
H -4.505 -12.483 23.772
H -4.124 -13.799 24.878
H -4.952 -12.788 21.432
H -4.442 -14.112 19.465
H -3.383 -17.386 22.074
H -4.364 -16.239 23.898
H -4.573 -18.702 20.933
H -4.559 -19.231 19.330
H -5.895 -18.115 19.731

Forces on atoms 1 to 3 (eV/Å):
0.4 3.1 -0.5
0.9 0.0 0.7
-0.6 1.1 -0.6

net charge	-1
multiplicity	2
LUMO level (spin up / spin down)	0.0749 / 0.0747	hartree
orbital gap (spin up / spin down)	4.418 / 4.542	eV
DFT total energy	-87844.8981	eV

No. 5
Here is a structure of composition C39H42Cl2F5N2STi from OMol25. Energies are from ωB97M-V/def2-TZVPD.

Cartesian coordinates (Å):
Ti -0.321 -0.723 -1.034
C 3.131 -2.880 -2.588
C 2.810 -1.870 -3.695
C 1.427 -2.036 -4.334
C 3.041 -0.416 -3.308
C 3.911 0.257 -4.162
C 4.245 1.582 -3.985
C 3.719 2.248 -2.900
C 2.852 1.626 -2.005
C 2.458 2.452 -0.791
C 3.552 2.378 0.283
C 2.204 3.917 -1.175
C 2.456 0.279 -2.213
N 1.630 -0.378 -1.205
C 2.359 -0.739 -0.108
C 1.905 -1.263 1.128
C 2.901 -1.815 1.976
C 2.632 -2.290 3.235
C 1.327 -2.206 3.729
C 0.335 -1.652 2.942
C 0.561 -1.198 1.631
N -0.475 -0.632 0.879
C -1.528 -0.018 1.645
C -1.277 1.229 2.269
C -2.284 1.858 2.990
C -3.531 1.280 3.143
C -3.757 0.032 2.600
C -2.776 -0.641 1.873
C -3.084 -2.073 1.473
C -4.518 -2.258 0.954
C -2.873 -3.031 2.655
C 0.088 1.893 2.242
C 0.785 1.765 3.604
C -0.005 3.364 1.850
H 2.996 -3.897 -2.970
H 2.496 -2.763 -1.717
H 4.173 -2.767 -2.275
H 3.531 -2.071 -4.490
H 0.703 -1.427 -3.822
H 1.091 -3.072 -4.317
H 1.450 -1.696 -5.373
H 4.338 -0.292 -4.995
H 4.913 2.084 -4.675
H 4.004 3.278 -2.729
H 1.544 2.042 -0.378
H 4.509 2.715 -0.128
H 3.677 1.359 0.655
H 3.296 3.019 1.133
H 1.590 3.978 -2.074
H 1.677 4.436 -0.377
H 3.144 4.451 -1.349
H 3.439 -0.644 -0.190
H 3.918 -1.856 1.597
H 3.426 -2.713 3.841
H 1.093 -2.562 4.727
H -0.660 -1.545 3.352
H -2.083 2.816 3.458
H -4.307 1.783 3.710
H -4.713 -0.456 2.764
H -2.383 -2.349 0.699
H -5.213 -2.421 1.784
H -4.571 -3.128 0.298
H -4.859 -1.386 0.399
H -3.461 -2.702 3.518
H -1.825 -3.086 2.943
H -3.193 -4.039 2.377
H 0.702 1.381 1.506
H 0.194 2.251 4.387
H 1.769 2.243 3.566
H 0.926 0.719 3.875
H -0.559 3.944 2.593
H -0.501 3.475 0.885
H 0.997 3.788 1.782
Cl -2.804 -0.701 -1.721
C -3.382 0.916 -1.473
C -4.734 1.129 -1.294
C -5.199 2.422 -1.128
C -4.303 3.476 -1.176
C -2.955 3.239 -1.385
Cl -1.904 4.613 -1.523
C -2.428 1.942 -1.523
S -0.747 1.621 -1.804
H -5.420 0.291 -1.297
H -6.255 2.609 -0.977
H -4.646 4.497 -1.062
F 0.739 -3.176 -1.198
C -0.630 -2.884 -1.152
F -1.031 -2.815 -2.523
C -1.223 -4.209 -0.697
F -2.562 -4.221 -0.857
F -0.948 -4.429 0.597
F -0.736 -5.251 -1.396

Forces on atoms 1 to 3 (eV/Å):
-0.4 0.7 -0.2
0.1 0.1 0.0
-0.1 -0.1 0.2

net charge	-1
multiplicity	3
LUMO level (spin up / spin down)	0.0942 / 0.0941	hartree
orbital gap (spin up / spin down)	5.253 / 7.507	eV
DFT total energy	-116692.0655	eV